1.
C10H16 | ωB97M-V with the def2-TZVPD basis set

Net charge: 0
E_tot (Eh): -390.58416
Structure (SMILES): CCc1ccccc1.CC
HOMO (eV): -8.821
Relative energy (zero: lowest compared OMol25 entry of this formula, charge and spin) (eV): 1.4073
LUMO (eV): 0.96
M (g/mol): 136.2

Each atom is followed by the atoms it is bonded to, with distances in Å.
CARTESIAN COORDINATES (ANGSTROEM)
1 C -0.13 -1.39 -0.39  C3 1.397, C5 1.471, C6 1.408
2 C 1.27 0.47 -1.01  C4 1.376, C6 1.420, H25 1.079
3 C 0.78 -1.60 0.65  C1 1.397, C8 1.376, H14 1.098
4 C 2.02 0.28 0.13  C2 1.376, C8 1.421, H13 1.091
5 C -1.38 -2.15 -0.55  C1 1.471, C9 1.573, H15 1.086, H17 1.099
6 C 0.20 -0.39 -1.33  C1 1.408, C2 1.420, H18 1.081
7 C 0.28 3.37 0.76  C10 1.536, H19 1.094, H21 1.089, H26 1.096
8 C 1.82 -0.79 1.04  C3 1.376, C4 1.421, H12 1.076
9 C -1.20 -3.41 -1.47  C5 1.573, H16 1.093, H20 1.085, H22 1.083
10 C -1.07 3.17 1.47  C7 1.536, H11 1.082, H23 1.092, H24 1.092
11 H -1.82 3.94 1.39  C10 1.082
12 H 2.45 -1.00 1.88  C8 1.076
13 H 2.99 0.72 0.36  C4 1.091
14 H 0.50 -2.53 1.16  C3 1.098
15 H -2.24 -1.60 -0.94  C5 1.086
16 H -1.57 -3.06 -2.43  C9 1.093
17 H -1.70 -2.43 0.47  C5 1.099
18 H -0.33 -0.28 -2.27  C6 1.081
19 H 0.97 2.95 1.50  C7 1.094
20 H -1.91 -4.20 -1.24  C9 1.085
21 H 0.65 4.31 0.35  C7 1.089
22 H -0.15 -3.65 -1.49  C9 1.083
23 H -0.85 3.02 2.53  C10 1.092
24 H -1.47 2.21 1.14  C10 1.092
25 H 1.50 1.34 -1.60  C2 1.079
26 H 0.38 2.70 -0.10  C7 1.096

=====

2.
C10H16 | ωB97M-V with the def2-TZVPD basis set

Net charge: 0
E_tot (Eh): -390.60811
Structure (SMILES): CCc1ccccc1.CC
HOMO (eV): -8.948
Relative energy (zero: lowest compared OMol25 entry of this formula, charge and spin) (eV): 0.7556
LUMO (eV): 1.03
M (g/mol): 136.2

Each atom is followed by the atoms it is bonded to, with distances in Å.
CARTESIAN COORDINATES (ANGSTROEM)
1 C -1.84 -0.62 -0.17  C6 1.513, C9 1.556, H15 1.087, H26 1.086
2 C 1.70 -0.22 3.87  C10 1.524, H11 1.090, H22 1.087, H25 1.095
3 C 0.09 0.87 -3.07  C5 1.386, C7 1.396, H12 1.085
4 C 0.61 -0.37 -0.66  C6 1.394, C8 1.391, H24 1.084
5 C 1.40 0.54 -2.73  C3 1.386, C8 1.391, H14 1.085
6 C -0.71 -0.22 -1.09  C1 1.513, C4 1.394, C7 1.384
7 C -0.97 0.39 -2.31  C3 1.396, C6 1.384, H21 1.084
8 C 1.66 0.06 -1.46  C4 1.391, C5 1.391, H17 1.085
9 C -1.95 0.39 1.00  C1 1.556, H13 1.086, H18 1.091, H19 1.089
10 C 0.23 -0.57 3.64  C2 1.524, H16 1.093, H20 1.084, H23 1.090
11 H 1.85 0.78 4.27  C2 1.090
12 H -0.15 1.32 -4.03  C3 1.085
13 H -2.61 1.20 0.69  C9 1.086
14 H 2.11 0.68 -3.54  C5 1.085
15 H -1.73 -1.64 0.20  C1 1.087
16 H -0.41 -0.51 4.52  C10 1.093
17 H 2.64 0.14 -1.01  C8 1.085
18 H -2.31 -0.04 1.94  C9 1.091
19 H -0.96 0.80 1.19  C9 1.089
20 H -0.23 0.19 3.01  C10 1.084
21 H -1.99 0.55 -2.64  C7 1.084
22 H 2.23 -0.92 4.50  C2 1.087
23 H 0.23 -1.58 3.23  C10 1.090
24 H 0.90 -0.84 0.27  C4 1.084
25 H 2.16 -0.14 2.88  C2 1.095
26 H -2.78 -0.56 -0.71  C1 1.086

=====

3.
C10H16 | ωB97M-V with the def2-TZVPD basis set

Net charge: 0
E_tot (Eh): -390.63468
Structure (SMILES): Cc1ccccc1.CCC
HOMO (eV): -9.147
Relative energy (zero: lowest compared OMol25 entry of this formula, charge and spin) (eV): 0.0325
LUMO (eV): 1.02
M (g/mol): 136.2

Each atom is followed by the atoms it is bonded to, with distances in Å.
CARTESIAN COORDINATES (ANGSTROEM)
1 C -1.04 2.11 -0.70  C3 1.382, C9 1.387, H14 1.083
2 C 1.31 1.63 -0.69  C3 1.394, C7 1.384, H18 1.084
3 C 0.24 2.43 -0.30  C1 1.382, C2 1.394, H11 1.082
4 C -1.89 -1.40 1.14  C8 1.515, H16 1.090, H20 1.092, H23 1.093
5 C 2.28 -0.34 -1.92  C7 1.509, H12 1.092, H15 1.089, H24 1.091
6 C 0.36 -1.58 2.31  C8 1.524, H17 1.095, H22 1.092, H25 1.088
7 C 1.11 0.52 -1.50  C2 1.384, C5 1.509, C10 1.394
8 C -0.78 -0.67 1.86  C4 1.515, C6 1.524, H13 1.092, H26 1.094
9 C -1.25 0.99 -1.50  C1 1.387, C10 1.392, H21 1.083
10 C -0.18 0.20 -1.90  C7 1.394, C9 1.392, H19 1.083
11 H 0.42 3.29 0.34  C3 1.082
12 H 2.78 0.03 -2.81  C5 1.092
13 H -0.38 0.13 1.23  C8 1.092
14 H -1.88 2.71 -0.38  C1 1.083
15 H 1.96 -1.36 -2.14  C5 1.089
16 H -2.37 -2.16 1.75  C4 1.090
17 H 0.86 -2.00 1.44  C6 1.095
18 H 2.30 1.89 -0.34  C2 1.084
19 H -0.35 -0.67 -2.53  C10 1.083
20 H -1.52 -1.85 0.22  C4 1.092
21 H -2.25 0.72 -1.82  C9 1.083
22 H 1.13 -1.00 2.82  C6 1.092
23 H -2.68 -0.70 0.85  C4 1.093
24 H 3.00 -0.37 -1.10  C5 1.091
25 H 0.02 -2.39 2.94  C6 1.088
26 H -1.19 -0.15 2.74  C8 1.094

=====

4.
C10H16 | ωB97M-V with the def2-TZVPD basis set

Net charge: 0
E_tot (Eh): -390.55009
Structure (SMILES): Cc1ccccc1.CCC
HOMO (eV): -9.049
Relative energy (zero: lowest compared OMol25 entry of this formula, charge and spin) (eV): 2.3343
LUMO (eV): 0.96
M (g/mol): 136.2

Each atom is followed by the atoms it is bonded to, with distances in Å.
CARTESIAN COORDINATES (ANGSTROEM)
1 C -1.13 -1.63 0.84  C4 1.443, C10 1.350, H19 1.089
2 C 2.50 -0.08 -1.23  C6 1.546, C7 1.520, H12 1.118, H18 1.146
3 C -1.25 0.69 1.37  C4 1.396, C8 1.477, C9 1.385
4 C -0.86 -0.58 1.79  C1 1.443, C3 1.396, H23 1.082
5 C -2.41 -0.18 -0.56  C9 1.377, C10 1.426, H15 1.057
6 C 2.56 1.23 -2.04  C2 1.546, H11 1.066, H14 1.010, H17 1.042
7 C 3.49 -1.16 -1.65  C2 1.520, H24 0.995, H25 1.089, H26 1.134
8 C -0.91 1.90 2.16  C3 1.477, H20 1.107, H21 1.006, H22 1.098
9 C -2.10 0.86 0.29  C3 1.385, C5 1.377, H16 1.016
10 C -1.90 -1.48 -0.26  C1 1.350, C5 1.426, H13 1.119
11 H 1.58 1.63 -1.95  C6 1.066
12 H 1.53 -0.59 -0.98  C2 1.118
13 H -2.11 -2.31 -0.98  C10 1.119
14 H 3.15 1.92 -1.61  C6 1.010
15 H -3.14 0.02 -1.29  C5 1.057
16 H -2.58 1.73 0.07  C9 1.016
17 H 2.91 0.91 -2.97  C6 1.042
18 H 2.70 0.03 -0.10  C2 1.146
19 H -0.51 -2.53 0.86  C1 1.089
20 H 0.09 2.37 2.12  C8 1.107
21 H -1.40 2.73 1.89  C8 1.006
22 H -1.16 1.82 3.23  C8 1.098
23 H -0.44 -0.89 2.74  C4 1.082
24 H 3.05 -1.83 -2.25  C7 0.995
25 H 4.01 -1.61 -0.81  C7 1.089
26 H 4.35 -0.82 -2.31  C7 1.134

=====

5.
C10H16 | ωB97M-V with the def2-TZVPD basis set

Net charge: 0
E_tot (Eh): -390.55408
Structure (SMILES): Cc1ccccc1.CCC
HOMO (eV): -8.926
Relative energy (zero: lowest compared OMol25 entry of this formula, charge and spin) (eV): 2.2258
LUMO (eV): 1.02
M (g/mol): 136.2

Each atom is followed by the atoms it is bonded to, with distances in Å.
CARTESIAN COORDINATES (ANGSTROEM)
1 C 1.93 -1.65 0.46  C2 1.397, C9 1.421, H22 1.022
2 C 1.38 -1.71 1.74  C1 1.397, C10 1.431, H12 1.110
3 C -2.64 -0.62 0.06  C4 1.543, H16 1.167, H20 1.122, H26 1.072
4 C -1.61 -0.53 -1.09  C3 1.543, C6 1.535, H14 1.191, H19 1.051
5 C 1.14 0.66 1.71  C8 1.357, C10 1.414, H21 1.072
6 C -1.53 0.75 -1.93  C4 1.535, H13 1.057, H15 1.174, H25 1.090
7 C 1.37 1.94 -0.53  C8 1.507, H11 1.119, H18 1.168, H24 1.196
8 C 1.47 0.76 0.40  C5 1.357, C7 1.507, C9 1.409
9 C 2.00 -0.40 -0.21  C1 1.421, C8 1.409, H17 1.087
10 C 1.08 -0.52 2.48  C2 1.431, C5 1.414, H23 1.087
11 H 2.29 2.31 -1.04  C7 1.119
12 H 1.33 -2.69 2.27  C2 1.110
13 H -1.64 1.59 -1.29  C6 1.057
14 H -0.73 -0.82 -0.34  C4 1.191
15 H -2.27 0.52 -2.81  C6 1.174
16 H -3.52 0.13 -0.06  C3 1.167
17 H 2.26 -0.29 -1.26  C9 1.087
18 H 0.54 1.59 -1.27  C7 1.168
19 H -1.72 -1.32 -1.77  C4 1.051
20 H -2.12 -0.54 1.05  C3 1.122
21 H 0.87 1.57 2.22  C5 1.072
22 H 2.12 -2.55 0.01  C1 1.022
23 H 0.90 -0.36 3.54  C10 1.087
24 H 0.83 2.89 -0.04  C7 1.196
25 H -0.61 0.86 -2.50  C6 1.090
26 H -3.11 -1.57 0.20  C3 1.072

=====

6.
C10H16 | ωB97M-V with the def2-TZVPD basis set

Net charge: 0
E_tot (Eh): -390.60956
Structure (SMILES): Cc1ccccc1.CCC
HOMO (eV): -9.023
Relative energy (zero: lowest compared OMol25 entry of this formula, charge and spin) (eV): 0.7160
LUMO (eV): 1.04
M (g/mol): 136.2

Each atom is followed by the atoms it is bonded to, with distances in Å.
CARTESIAN COORDINATES (ANGSTROEM)
1 C -0.47 -1.50 1.25  C4 1.397, C6 1.391, H22 1.082
2 C -2.69 0.71 -1.94  C10 1.555, H11 1.097, H12 1.091, H20 1.080
3 C 1.28 -0.05 0.42  C4 1.381, C8 1.396, H23 1.085
4 C 0.15 -0.81 0.21  C1 1.397, C3 1.381, H25 1.080
5 C -1.77 0.81 -4.29  C10 1.549, H15 1.089, H18 1.093, H24 1.093
6 C -0.01 -1.29 2.55  C1 1.391, C7 1.400, H19 1.084
7 C 1.14 -0.52 2.78  C6 1.400, C8 1.387, H26 1.086
8 C 1.73 0.17 1.73  C3 1.396, C7 1.387, C9 1.492
9 C 2.90 1.07 1.92  C8 1.492, H13 1.101, H16 1.104, H21 1.091
10 C -1.39 0.63 -2.80  C2 1.555, C5 1.549, H14 1.088, H17 1.089
11 H -3.46 1.21 -2.54  C2 1.097
12 H -3.06 -0.30 -1.72  C2 1.091
13 H 3.51 0.84 2.81  C9 1.101
14 H -0.72 1.46 -2.57  C10 1.088
15 H -2.32 1.74 -4.41  C5 1.089
16 H 2.65 2.12 2.14  C9 1.104
17 H -1.01 -0.37 -2.63  C10 1.089
18 H -2.37 -0.02 -4.67  C5 1.093
19 H -0.52 -1.68 3.42  C6 1.084
20 H -2.56 1.26 -1.03  C2 1.080
21 H 3.70 1.10 1.18  C9 1.091
22 H -1.21 -2.27 1.14  C1 1.082
23 H 1.73 0.45 -0.44  C3 1.085
24 H -0.88 0.83 -4.92  C5 1.093
25 H -0.14 -1.09 -0.79  C4 1.080
26 H 1.49 -0.22 3.76  C7 1.086

=====

7.
C10H16 | ωB97M-V with the def2-TZVPD basis set

Net charge: 0
E_tot (Eh): -390.54687
Structure (SMILES): Cc1ccccc1.CCC
HOMO (eV): -8.767
Relative energy (zero: lowest compared OMol25 entry of this formula, charge and spin) (eV): 2.4221
LUMO (eV): 0.91
M (g/mol): 136.2

Each atom is followed by the atoms it is bonded to, with distances in Å.
CARTESIAN COORDINATES (ANGSTROEM)
1 C 0.33 2.00 -1.22  C8 1.361, C9 1.419, H26 1.120
2 C 0.18 -1.33 2.40  C4 1.530, H19 1.089, H22 1.143, H25 1.076
3 C -1.71 0.59 -1.22  C5 1.515, C9 1.463, C10 1.424
4 C 1.22 -0.84 1.38  C2 1.530, C7 1.552, H14 1.142, H16 1.222
5 C -3.17 0.31 -1.52  C3 1.515, H12 1.104, H13 1.146, H15 1.050
6 C 0.48 -0.40 -1.59  C8 1.433, C10 1.386, H20 1.125
7 C 2.58 -0.35 1.94  C4 1.552, H11 1.046, H18 1.044, H24 1.006
8 C 1.08 0.88 -1.40  C1 1.361, C6 1.433, H23 1.033
9 C -1.08 1.91 -1.11  C1 1.419, C3 1.463, H17 1.156
10 C -0.89 -0.55 -1.43  C3 1.424, C6 1.386, H21 1.078
11 H 3.39 -0.47 1.29  C7 1.046
12 H -3.09 -0.73 -1.89  C5 1.104
13 H -3.65 1.07 -2.23  C5 1.146
14 H 0.70 0.03 0.85  C4 1.142
15 H -3.83 0.29 -0.70  C5 1.050
16 H 1.47 -1.70 0.56  C4 1.222
17 H -1.78 2.83 -1.19  C9 1.156
18 H 2.77 -0.85 2.83  C7 1.044
19 H -0.01 -2.40 2.33  C2 1.089
20 H 1.20 -1.27 -1.69  C6 1.125
21 H -1.43 -1.47 -1.58  C10 1.078
22 H -0.88 -1.07 2.06  C2 1.143
23 H 2.11 0.90 -1.30  C8 1.033
24 H 2.50 0.64 2.09  C7 1.006
25 H 0.44 -0.86 3.33  C2 1.076
26 H 1.04 2.84 -1.00  C1 1.120

=====

8.
C10H16 | ωB97M-V with the def2-TZVPD basis set

Net charge: 0
E_tot (Eh): -390.62044
Structure (SMILES): Cc1ccccc1.CCC
HOMO (eV): -9.085
Relative energy (zero: lowest compared OMol25 entry of this formula, charge and spin) (eV): 0.4201
LUMO (eV): 1.02
M (g/mol): 136.2

Each atom is followed by the atoms it is bonded to, with distances in Å.
CARTESIAN COORDINATES (ANGSTROEM)
1 C 1.67 0.09 -1.19  C2 1.376, C10 1.403, H24 1.084
2 C 1.62 -1.06 -0.43  C1 1.376, C3 1.400, H13 1.087
3 C 0.43 -1.78 -0.32  C2 1.400, C9 1.382, H15 1.081
4 C -0.68 -0.19 -1.73  C9 1.401, C10 1.375, H23 1.088
5 C 0.58 2.81 2.10  C6 1.546, H16 1.089, H19 1.084, H21 1.089
6 C -0.22 1.70 1.38  C5 1.546, C7 1.526, H20 1.086, H22 1.087
7 C -0.48 0.54 2.33  C6 1.526, H11 1.100, H12 1.090, H17 1.093
8 C -2.03 -2.09 -0.77  C9 1.510, H14 1.089, H18 1.095, H25 1.088
9 C -0.73 -1.35 -0.95  C3 1.382, C4 1.401, C8 1.510
10 C 0.52 0.46 -1.91  C1 1.403, C4 1.375, H26 1.085
11 H -1.45 0.06 2.11  C7 1.100
12 H -0.48 0.82 3.38  C7 1.090
13 H 2.51 -1.52 0.00  C2 1.087
14 H -2.79 -1.44 -0.35  C8 1.089
15 H 0.46 -2.76 0.13  C3 1.081
16 H 1.01 3.47 1.35  C5 1.089
17 H 0.24 -0.28 2.21  C7 1.093
18 H -2.36 -2.46 -1.75  C8 1.095
19 H -0.05 3.37 2.78  C5 1.084
20 H -1.15 2.12 0.99  C6 1.086
21 H 1.45 2.38 2.58  C5 1.089
22 H 0.40 1.37 0.55  C6 1.087
23 H -1.54 0.05 -2.35  C4 1.088
24 H 2.60 0.57 -1.47  C1 1.084
25 H -1.88 -2.99 -0.19  C8 1.088
26 H 0.61 1.30 -2.59  C10 1.085

=====

9.
C10H16 | ωB97M-V with the def2-TZVPD basis set

Net charge: 0
E_tot (Eh): -390.60435
Structure (SMILES): CCc1ccccc1.CC
HOMO (eV): -9.016
Relative energy (zero: lowest compared OMol25 entry of this formula, charge and spin) (eV): 0.8578
LUMO (eV): 0.97
M (g/mol): 136.2

Each atom is followed by the atoms it is bonded to, with distances in Å.
CARTESIAN COORDINATES (ANGSTROEM)
1 C 0.11 0.78 0.79  C6 1.395, C7 1.503, C8 1.402
2 C -2.39 2.00 0.24  C5 1.383, C10 1.400, H17 1.079
3 C 1.01 -3.18 -2.79  C9 1.557, H21 1.093, H23 1.085, H24 1.092
4 C 0.91 -1.10 2.20  C7 1.535, H15 1.084, H18 1.094, H19 1.097
5 C -1.75 1.20 -0.69  C2 1.383, C6 1.389, H22 1.084
6 C -0.53 0.60 -0.43  C1 1.395, C5 1.389, H12 1.082
7 C 1.33 0.00 1.22  C1 1.503, C4 1.535, H20 1.086, H25 1.096
8 C -0.48 1.69 1.68  C1 1.402, C10 1.383, H13 1.084
9 C 2.18 -2.15 -2.78  C3 1.557, H11 1.085, H16 1.090, H26 1.087
10 C -1.74 2.21 1.46  C2 1.400, C8 1.383, H14 1.083
11 H 2.13 -1.44 -1.97  C9 1.085
12 H -0.05 -0.13 -1.08  C6 1.082
13 H 0.05 1.94 2.59  C8 1.084
14 H -2.19 2.78 2.26  C10 1.083
15 H -0.15 -1.33 2.12  C4 1.084
16 H 1.99 -1.55 -3.67  C9 1.090
17 H -3.35 2.48 0.11  C2 1.079
18 H 1.52 -2.01 2.21  C4 1.094
19 H 1.07 -0.78 3.23  C4 1.097
20 H 1.93 -0.31 0.37  C7 1.086
21 H 0.14 -2.90 -2.20  C3 1.093
22 H -2.21 1.07 -1.67  C5 1.084
23 H 0.84 -3.41 -3.84  C3 1.085
24 H 1.23 -4.14 -2.30  C3 1.092
25 H 1.89 0.72 1.82  C7 1.096
26 H 3.09 -2.70 -3.02  C9 1.087